Entry a
Formula: C5H11N2O
Source: the Open Molecules 2025 dataset
Level of theory: the ωB97M-V functional and the def2-TZVPD basis

Cartesian coordinates (Å):
O -0.559 3.820 -1.381
C 0.304 3.106 -0.950
C -0.013 1.980 -0.033
C -1.055 1.045 -0.674
C -1.441 -0.066 0.275
C -1.121 -0.025 1.540
N 3.260 -3.853 0.585
N -2.111 -1.070 -0.443
H 1.380 3.308 -1.228
H -0.521 2.285 0.911
H 0.779 1.247 0.394
H -0.721 0.581 -1.644
H -1.979 1.501 -1.024
H -1.413 -0.719 2.317
H 3.400 -3.050 -0.053
H 2.924 -3.476 1.466
H 4.237 -4.017 0.869
H -2.867 -0.791 -1.075
H -2.483 -1.808 0.148

## Properties
LUMO, eV: -9.19
E_HOMO, eV: -12.838
Molecular weight, g mol⁻¹: 115.2
Total charge: +1
Frontier orbital gap, eV: 3.651
Spin multiplicity: 1

What are the Löwdin partial charges on each atom? They are as follows, in elementary charge units: 0.111, -0.247, -0.145, -0.140, -0.364, 0.442, -0.016, 0.195, 0.150, 0.134, 0.155, 0.161, 0.142, 0.133, 0.010, -0.010, 0.016, 0.148, 0.126

=====

Entry b
Formula: C5H11N2O
Source: the Open Molecules 2025 dataset
Level of theory: the ωB97M-V functional and the def2-TZVPD basis

Cartesian coordinates (Å):
C -0.325 1.038 -2.622
N 0.304 1.036 -1.543
C 0.217 1.230 -0.246
O 0.313 2.203 0.476
C 0.139 -0.256 0.515
C 1.447 -0.987 0.511
C -1.067 -1.007 -0.113
N -0.272 0.229 1.823
H -1.388 1.234 -2.672
H 0.237 0.699 -3.509
H 1.513 -1.903 1.148
H 2.123 -0.278 1.059
H 1.864 -1.041 -0.470
H -0.912 -1.989 0.184
H -1.950 -0.479 0.241
H -1.153 -1.047 -1.150
H -1.128 -0.262 2.075
H -0.418 1.312 1.697
H 0.456 0.270 2.596

## Properties
LUMO, eV: -3.49
E_HOMO, eV: -14.451
Molecular weight, g mol⁻¹: 115.2
Total charge: +1
SMILES string: C=NC(=O)C(C)(C)[NH3+]
Frontier orbital gap, eV: 10.959
Spin multiplicity: 1

What are the Löwdin partial charges on each atom? They are as follows, in elementary charge units: 0.090, 0.120, -0.394, 0.099, -0.448, -0.006, 0.018, 0.187, 0.108, 0.114, 0.118, 0.111, 0.090, 0.078, 0.107, 0.064, 0.162, 0.173, 0.208

=====

Top of the stability list: entry b, leading by 0.1969 hartree.

=====

Entry a
Formula: C5H17NO2
Source: the Open Molecules 2025 dataset
Level of theory: the ωB97M-V functional and the def2-TZVPD basis

Cartesian coordinates (Å):
C -0.909 -0.696 2.068
C -0.525 -1.011 0.625
C -0.228 -2.516 0.479
C 0.792 -0.311 0.241
C 1.222 -0.343 -1.229
N 0.298 0.186 -2.235
H -1.740 -1.342 2.330
H -0.084 -0.937 2.741
H -1.166 0.359 2.178
H -1.376 -0.698 0.020
H -0.981 -3.125 0.985
H -0.148 -2.792 -0.576
H 0.708 -2.758 0.989
H 0.866 0.726 0.588
H 1.578 -0.814 0.815
H 2.085 0.304 -1.377
H 1.575 -1.330 -1.496
H -0.539 -0.352 -2.411
H 0.117 1.156 -2.021
O 0.867 3.421 -1.162
H -0.080 3.354 -0.961
H 1.367 3.480 -0.328
O -1.508 2.264 -0.111
H -1.062 1.856 -0.857
H -1.130 1.918 0.703

## Properties
LUMO, eV: 0.69
E_HOMO, eV: -9.279
Molecular weight, g mol⁻¹: 123.2
SMILES string: CC(C)CCN.O.O
Frontier orbital gap, eV: 9.969
Spin multiplicity: 1

What are the Löwdin partial charges on each atom? They are as follows, in elementary charge units: -0.079, -0.440, -0.078, -0.204, -0.273, 0.012, 0.076, 0.086, 0.065, 0.122, 0.075, 0.077, 0.082, 0.097, 0.111, 0.107, 0.101, 0.067, 0.025, -0.069, 0.002, 0.052, -0.042, 0.002, 0.027

=====

Entry b
Formula: C5H17NO2
Source: the Open Molecules 2025 dataset
Level of theory: the ωB97M-V functional and the def2-TZVPD basis

Cartesian coordinates (Å):
C -1.708 -0.777 1.854
C -0.868 -0.131 0.741
C -0.384 1.313 0.980
C 0.533 1.380 2.204
N 0.245 1.727 -0.278
C 0.459 3.174 -0.421
H -1.128 -0.837 2.771
H -2.014 -1.757 1.510
H -2.516 -0.090 2.126
H 0.085 -0.667 0.601
H -1.385 -0.201 -0.220
H -1.236 1.968 1.119
H 1.454 1.939 2.119
H -0.001 1.797 3.068
H 0.797 0.389 2.545
H 1.120 1.236 -0.424
H -0.353 3.748 0.004
H 0.451 3.392 -1.498
H 1.421 3.518 -0.023
O -0.820 -5.151 -2.833
H -0.574 -4.459 -3.458
H -0.140 -5.232 -2.164
O 2.113 -2.501 -3.372
H 1.509 -1.774 -3.603
H 2.942 -2.006 -3.351

## Properties
LUMO, eV: 0.46
E_HOMO, eV: -8.679
Molecular weight, g mol⁻¹: 123.2
SMILES string: CC[C@@H](C)NC.O.O
Frontier orbital gap, eV: 9.140
Spin multiplicity: 1

What are the Löwdin partial charges on each atom? They are as follows, in elementary charge units: -0.097, -0.239, -0.430, -0.057, -0.111, -0.128, 0.058, 0.068, 0.075, 0.108, 0.104, 0.127, 0.067, 0.079, 0.061, 0.103, 0.072, 0.071, 0.069, -0.061, 0.029, 0.028, -0.070, 0.040, 0.033

=====

Top of the stability list: entry a, leading by 0.0153 hartree.

=====

Entry a
Formula: C5H17NO2
Source: the Open Molecules 2025 dataset
Level of theory: the ωB97M-V functional and the def2-TZVPD basis

Cartesian coordinates (Å):
C 1.385 0.677 1.337
C 0.428 1.328 0.358
N -0.048 0.426 -0.664
C -1.191 1.000 -1.360
C 0.966 -0.046 -1.583
C 1.028 -1.563 -1.686
H 2.322 0.367 0.854
H 1.589 1.318 2.193
H 0.963 -0.280 1.663
H -0.424 1.757 0.905
H 0.891 2.248 -0.053
H -0.979 1.977 -1.801
H -1.999 1.140 -0.643
H -1.528 0.276 -2.101
H 1.954 0.369 -1.346
H 0.832 0.362 -2.586
H 1.446 -2.077 -0.815
H -0.006 -1.908 -1.843
H 1.553 -1.876 -2.585
O -0.965 0.311 3.732
H -0.458 -0.391 3.306
H -1.413 0.679 2.962
O -2.293 -2.362 0.744
H -2.437 -1.428 0.952
H -1.615 -2.304 0.060

## Properties
LUMO, eV: 0.64
E_HOMO, eV: -8.954
Molecular weight, g mol⁻¹: 123.2
SMILES string: CCN(C)CC.O.O
Frontier orbital gap, eV: 9.590
Spin multiplicity: 1

What are the Löwdin partial charges on each atom? They are as follows, in elementary charge units: -0.090, -0.292, -0.243, -0.096, -0.284, -0.080, 0.070, 0.080, 0.063, 0.106, 0.122, 0.087, 0.077, 0.087, 0.111, 0.111, 0.074, 0.066, 0.067, -0.054, 0.020, 0.022, -0.060, 0.025, 0.013

=====

Entry b
Formula: C5H17NO2
Source: the Open Molecules 2025 dataset
Level of theory: the ωB97M-V functional and the def2-TZVPD basis

Cartesian coordinates (Å):
C -0.304 -1.661 2.059
C -0.511 -0.184 1.894
N -0.230 0.108 0.457
C -0.008 1.521 0.135
C 1.373 2.015 -0.129
C -0.901 1.859 -1.057
H -0.553 -2.365 1.239
H 0.719 -1.813 2.407
H -1.067 -2.212 2.588
H 0.277 0.286 2.511
H -1.457 0.357 2.143
H 0.424 -0.567 0.080
H -0.511 2.024 1.025
H 1.378 2.871 -0.852
H 2.107 1.275 -0.436
H 1.814 2.650 0.643
H -0.982 2.968 -1.036
H -1.912 1.472 -1.107
H -0.374 1.638 -2.002
O 4.120 -2.922 -4.779
H 4.522 -3.236 -3.970
H 4.767 -2.473 -5.341
O -4.559 -1.368 1.241
H -4.339 -0.842 0.467
H -3.792 -1.403 1.819

## Properties
LUMO, eV: 0.81
E_HOMO, eV: -8.502
Molecular weight, g mol⁻¹: 123.2
SMILES string: CCNC(C)C.O.O
Frontier orbital gap, eV: 9.312
Spin multiplicity: 1

What are the Löwdin partial charges on each atom? They are as follows, in elementary charge units: -0.122, -0.280, -0.077, -0.482, -0.079, -0.090, 0.082, 0.079, 0.057, 0.104, 0.116, 0.100, 0.144, 0.085, 0.078, 0.070, 0.079, 0.063, 0.080, -0.063, 0.026, 0.037, -0.056, 0.031, 0.018

=====

Entry c
Formula: C5H17NO2
Source: the Open Molecules 2025 dataset
Level of theory: the ωB97M-V functional and the def2-TZVPD basis

Cartesian coordinates (Å):
C -2.089 0.438 -1.249
C -0.999 1.607 -1.164
N -0.102 1.182 -0.077
C -0.118 1.920 1.169
C 1.355 1.144 -0.674
C 1.723 -0.264 -1.336
H -1.668 -0.529 -1.618
H -2.222 0.231 -0.186
H -3.035 0.726 -1.711
H -1.689 2.478 -0.721
H -0.491 1.931 -2.080
H -1.161 2.140 1.476
H 0.635 2.727 1.225
H 0.048 1.202 1.992
H 2.028 1.090 0.144
H 1.619 1.960 -1.383
H 1.050 -0.438 -2.173
H 1.871 -1.013 -0.561
H 2.698 0.015 -1.891
O 0.085 -2.081 0.800
H -0.220 -1.304 0.302
H -0.013 -1.930 1.858
O 0.275 -4.203 2.946
H 0.842 -4.925 2.578
H -0.420 -4.102 2.335

## Properties
LUMO, eV: 0.86
E_HOMO, eV: -8.665
Molecular weight, g mol⁻¹: 123.2
SMILES string: CCN(C)CC.O.O
Frontier orbital gap, eV: 9.526
Spin multiplicity: 1

What are the Löwdin partial charges on each atom? They are as follows, in elementary charge units: -0.090, -0.243, -0.258, -0.124, -0.205, -0.089, 0.068, 0.054, 0.057, 0.135, 0.098, 0.087, 0.088, 0.076, 0.077, 0.108, 0.055, 0.050, 0.092, -0.136, -0.013, 0.116, -0.058, 0.068, -0.012

=====

Top of the stability list: entry a, leading by 0.0389 hartree.

=====

Entry a
Formula: C3H9N3
Source: the Open Molecules 2025 dataset
Level of theory: the ωB97M-V functional and the def2-TZVPD basis

Cartesian coordinates (Å):
C -0.636 1.171 1.592
N -0.979 1.292 0.150
C -0.552 0.075 -0.523
C 0.957 0.129 -0.665
N 1.766 -0.784 -1.037
N 1.252 -2.027 -1.414
H -1.010 0.259 2.114
H -1.055 2.050 2.143
H 0.453 1.205 1.757
H -2.011 1.417 0.121
H -0.905 -0.790 0.065
H -0.992 -0.073 -1.528
H 1.354 1.152 -0.450
H 0.388 -2.316 -0.963
H 1.970 -2.760 -1.360

## Properties
LUMO, eV: 0.99
E_HOMO, eV: -8.926
Molecular weight, g mol⁻¹: 87.1
SMILES string: CNC/C=N\N
Frontier orbital gap, eV: 9.911
Spin multiplicity: 1

What are the Löwdin partial charges on each atom? They are as follows, in elementary charge units: -0.150, -0.144, -0.268, -0.198, -0.058, -0.014, 0.079, 0.084, 0.071, 0.114, 0.099, 0.125, 0.117, 0.062, 0.082

=====

Entry b
Formula: C3H9N3
Source: the Open Molecules 2025 dataset
Level of theory: the ωB97M-V functional and the def2-TZVPD basis

Cartesian coordinates (Å):
C -0.209 0.641 2.653
N 0.213 0.598 1.445
N -0.184 -0.458 0.694
C 0.653 -0.711 -0.441
C 0.438 0.385 -1.493
N -0.891 0.432 -2.111
H -0.832 -0.179 3.101
H 0.087 1.490 3.259
H -0.480 -1.310 1.194
H 1.719 -0.807 -0.138
H 0.323 -1.669 -0.894
H 0.644 1.353 -0.988
H 1.178 0.223 -2.270
H -1.061 -0.439 -2.635
H -1.598 0.451 -1.376

## Properties
LUMO, eV: 1.06
E_HOMO, eV: -8.690
Molecular weight, g mol⁻¹: 87.1
SMILES string: C=NNCCN
Frontier orbital gap, eV: 9.748
Spin multiplicity: 1

What are the Löwdin partial charges on each atom? They are as follows, in elementary charge units: -0.067, -0.057, -0.131, -0.242, -0.297, -0.016, 0.076, 0.052, 0.129, 0.113, 0.117, 0.104, 0.098, 0.066, 0.056

=====

Top of the stability list: entry b, leading by 0.0055 hartree.

=====

Entry a
Formula: C3H9N3
Source: the Open Molecules 2025 dataset
Level of theory: the ωB97M-V functional and the def2-TZVPD basis

Cartesian coordinates (Å):
H -2.658 2.148 2.339
N -2.032 1.380 2.089
C -2.124 1.084 0.857
N -3.258 1.080 0.072
H -1.264 0.627 0.365
H -3.111 1.000 -0.923
H -3.965 1.760 0.319
C 1.285 -0.932 0.187
N 2.410 -1.428 -0.015
C 3.224 -1.369 -1.218
H 0.963 0.122 0.057
H 0.395 -1.507 0.494
H 3.233 -0.326 -1.578
H 2.662 -1.923 -1.962
H 4.240 -1.715 -1.082

## Properties
LUMO, eV: 0.61
E_HOMO, eV: -8.281
Molecular weight, g mol⁻¹: 87.1
SMILES string: [H]/N=C\N.C=NC
Frontier orbital gap, eV: 8.893
Spin multiplicity: 1

What are the Löwdin partial charges on each atom? They are as follows, in elementary charge units: 0.033, 0.052, -0.398, 0.069, 0.076, 0.079, 0.088, -0.111, -0.091, -0.130, 0.055, 0.067, 0.070, 0.076, 0.065

=====

Entry b
Formula: C3H9N3
Source: the Open Molecules 2025 dataset
Level of theory: the ωB97M-V functional and the def2-TZVPD basis

Cartesian coordinates (Å):
H -1.823 -1.419 1.744
N -1.457 -0.536 1.474
C -0.613 -0.713 0.495
N -0.338 -1.856 -0.161
N 0.004 0.308 -0.197
C -0.221 1.731 0.272
C 1.289 0.205 -0.745
H -0.744 -2.831 -0.010
H -0.196 -1.749 -1.224
H 0.406 2.040 1.201
H -1.308 1.806 0.530
H 0.002 2.300 -0.598
H 2.113 0.115 0.051
H 1.354 1.216 -1.314
H 1.532 -0.617 -1.517

## Properties
LUMO, eV: 0.88
E_HOMO, eV: -8.573
Molecular weight, g mol⁻¹: 87.1
SMILES string: [H]/N=C(\N)N(C)C
Frontier orbital gap, eV: 9.449
Spin multiplicity: 1

What are the Löwdin partial charges on each atom? They are as follows, in elementary charge units: 0.008, 0.107, -0.584, 0.080, -0.221, -0.057, -0.145, 0.133, 0.128, 0.116, 0.083, 0.048, 0.108, 0.102, 0.093

=====

Top of the stability list: entry b, leading by 0.0628 hartree.

=====

Entry a
Formula: C3H9N3
Source: the Open Molecules 2025 dataset
Level of theory: the ωB97M-V functional and the def2-TZVPD basis

Cartesian coordinates (Å):
N -1.363 -1.406 -0.195
C -0.202 -0.767 0.374
C 0.758 -0.004 -0.442
N 2.212 -0.030 -0.140
C -0.087 0.710 0.464
N -1.162 1.330 -0.197
H -1.672 -0.623 -0.812
H -2.085 -1.478 0.580
H 0.419 -1.250 1.088
H 0.555 0.120 -1.468
H 2.282 0.512 0.802
H 2.709 -0.976 -0.163
H 0.351 1.149 1.414
H -2.055 1.240 0.406
H -1.125 2.411 -0.493

## Properties
LUMO, eV: 0.91
E_HOMO, eV: -8.436
Molecular weight, g mol⁻¹: 87.1
SMILES string: N[C@H]1[C@H](N)[C@H]1N
Frontier orbital gap, eV: 9.346
Spin multiplicity: 1

What are the Löwdin partial charges on each atom? They are as follows, in elementary charge units: 0.037, -0.321, -0.342, 0.011, -0.392, -0.015, 0.066, 0.094, 0.126, 0.129, 0.096, 0.095, 0.152, 0.116, 0.147

=====

Entry b
Formula: C3H9N3
Source: the Open Molecules 2025 dataset
Level of theory: the ωB97M-V functional and the def2-TZVPD basis

Cartesian coordinates (Å):
H -1.409 -1.962 -0.382
N -0.892 -1.667 0.442
C -0.684 -0.422 0.529
C -0.221 0.215 1.800
N -1.043 0.517 -0.555
H 0.547 0.964 1.612
H -1.048 0.724 2.295
H 0.219 -0.545 2.441
H -1.783 0.213 -1.179
H -1.071 1.494 -0.295
C 1.092 -0.064 -1.531
N 1.725 0.379 -0.474
H 0.668 -1.066 -1.536
H 1.545 0.057 -2.523
H 2.355 1.162 -0.645

## Properties
LUMO, eV: 0.98
E_HOMO, eV: -9.096
Molecular weight, g mol⁻¹: 87.1
SMILES string: [H]/N=C(/C)N.C=N
Frontier orbital gap, eV: 10.072
Spin multiplicity: 1

What are the Löwdin partial charges on each atom? They are as follows, in elementary charge units: 0.043, 0.114, -0.546, -0.066, 0.049, 0.053, 0.077, 0.079, 0.087, 0.085, -0.145, 0.015, 0.050, 0.065, 0.040

=====

Top of the stability list: entry b, leading by 0.0068 hartree.